(1)
A structure of composition C17H35AsF12O21S2V3 in a non-equilibrium geometry, computed with the ωB97M-V functional and the def2-TZVPD basis.

**Total energy**: -9311.460999 Eh
**ΔE to the lowest compared entry with this formula, charge and spin**: 0.0 kJ/mol
**HOMO-LUMO gap (spin up / spin down)**: 3.68 / 5.37 eV
**Lowest unoccupied orbital energy (spin up / spin down)**: 3.214 / 3.214 eV
**Strongest force on any atom**: 4.63 eV/A

ORCA input file:
```
! wB97M-V def2-TZVPD RIJCOSX def2/J DEFGRID3
* xyz -2 2
O -0.72 -2.87 1.24
V 0.01 -3.27 -0.12
O 0.07 -4.83 -0.08
O -1.32 -0.10 -5.31
V 0.08 0.04 -4.64
O 0.48 1.64 -4.62
O -6.14 -1.26 -0.85
V -4.87 -0.31 -1.26
O -5.00 0.10 -2.76
C -3.76 -5.04 -1.54
F -4.21 -4.82 -0.23
F -3.03 -6.09 -1.53
F -4.77 -5.25 -2.35
S -2.88 -3.33 -2.15
O -2.65 -3.45 -3.56
O -3.77 -2.23 -1.73
O -1.65 -3.38 -1.42
S 0.96 -2.30 -3.31
O 0.82 -2.28 -1.84
O -0.29 -2.10 -4.00
O 1.79 -1.21 -3.80
O 1.48 -3.60 -3.65
As -1.11 0.77 -0.91
F -1.58 1.19 0.80
F -1.67 2.37 -1.50
F -0.75 0.35 -2.64
F -0.63 -0.83 -0.34
F -2.76 0.06 -1.06
F 0.60 1.33 -0.79
C -4.21 -1.90 1.97
O -4.67 -0.75 1.31
C -4.86 0.47 2.09
C -4.76 1.74 1.20
O -5.12 1.56 -0.21
C -5.29 2.68 -1.04
H -4.09 -1.72 3.04
H -3.28 -2.35 1.61
H -4.96 -2.68 1.87
H -4.04 0.60 2.79
H -5.81 0.41 2.62
H -3.80 2.26 1.22
H -5.38 2.48 1.72
H -5.79 2.47 -1.99
H -4.34 3.14 -1.32
H -5.91 3.48 -0.63
C 7.18 2.16 -4.17
O 7.12 3.53 -4.63
C 5.77 4.06 -4.60
C 5.00 4.08 -3.22
O 4.31 2.84 -3.03
C 3.04 2.93 -2.37
H 6.78 1.57 -4.99
H 6.68 2.06 -3.21
H 8.16 1.75 -3.96
H 5.21 3.36 -5.22
H 5.64 5.04 -5.06
H 4.30 4.85 -3.53
H 5.54 4.28 -2.29
H 2.70 1.91 -2.18
H 2.38 3.58 -2.93
H 3.25 3.35 -1.38
C 2.23 -0.26 1.47
O 2.03 -1.67 1.40
C 3.07 -2.32 2.11
C 2.87 -3.83 1.90
O 2.58 -4.21 0.55
C 3.62 -4.19 -0.36
H 1.31 0.23 1.16
H 3.09 0.07 0.88
H 2.33 0.02 2.52
H 3.12 -2.00 3.15
H 4.04 -1.97 1.74
H 2.06 -4.27 2.49
H 3.69 -4.42 2.33
H 4.42 -4.88 -0.08
H 3.99 -3.24 -0.75
H 3.22 -4.69 -1.25
C -0.52 1.35 3.42
C 0.26 2.27 4.37
O 0.04 1.85 5.76
C -0.54 2.70 6.62
O -0.78 3.93 6.46
C -1.03 2.12 7.95
F -0.22 1.27 8.49
F -1.30 3.16 8.83
F -2.20 1.52 7.74
H -0.22 0.30 3.36
H -0.39 1.74 2.41
H -1.60 1.33 3.53
H 0.02 3.31 4.18
H 1.32 2.25 4.10
*
```

Atomic partial charges in e from the Mulliken method, atoms 1 to 6:
1. O -0.587
2. V 1.519
3. O -0.367
4. O -0.748
5. V 0.903
6. O -0.884

=====

(2)
The ion C6H11N with charge +1 in a non-equilibrium geometry, computed with the ωB97M-V functional and the def2-TZVPD basis.

**Total energy**: -289.588853 Eh
**ΔE to the lowest compared entry with this formula, charge and spin**: 209.4 kJ/mol
**HOMO-LUMO gap (spin up / spin down)**: 9.19 / 7.27 eV
**Lowest unoccupied orbital energy (spin up / spin down)**: -5.558 / -7.888 eV
**Strongest force on any atom**: 2.06 eV/A

ORCA input file:
```
! wB97M-V def2-TZVPD RIJCOSX def2/J DEFGRID3
* xyz 1 2
C 2.64 -0.14 0.26
C 1.83 -0.67 -0.89
C 0.36 -1.11 -0.52
C -0.33 0.09 0.07
C -1.67 0.26 -0.02
N -2.26 1.33 0.59
C -3.48 1.45 0.92
H 3.72 -0.26 0.19
H 2.32 -0.70 1.16
H 2.45 0.92 0.49
H 2.32 -1.51 -1.38
H 1.72 0.11 -1.65
H 0.38 -1.93 0.21
H -0.07 -1.43 -1.47
H 0.38 0.78 0.53
H -2.29 -0.43 -0.60
H -4.33 1.25 0.27
H -3.70 1.97 1.87
*
```

Atomic partial charges in e from the Mulliken method, atoms 1 to 6:
1. C -1.137
2. C -0.490
3. C -0.599
4. C -0.017
5. C -0.160
6. N -0.139